Entry w
One molecule with the formula C2HNO. Source: the Open Molecules 2025 dataset; level of theory: ωB97M-V with the def2-TZVPD basis set.

```
! wB97M-V def2-TZVPD RIJCOSX def2/J DEFGRID3
* xyz 0 1
C -0.1656 -0.7768 -0.4343
O -0.5706 1.1261 0.2971
N -0.8515 -1.4213 -1.1135
C 0.3482 0.3493 0.3736
H 1.2488 0.7011 0.9555
*
```

Computed properties:
Frontier orbital gap in eV: 10.49
M in g/mol: 55.04
HOMO energy in eV: -11.2
LUMO level in eV: -0.69

Atomic partial charges in e from the Mulliken method, atoms 1 to 2:
1 C 0.349
2 O -0.306

***

Entry x
A 2-piece molecular cluster, C2HNO overall. Source: the Open Molecules 2025 dataset; level of theory: ωB97M-V with the def2-TZVPD basis set.

```
! wB97M-V def2-TZVPD RIJCOSX def2/J DEFGRID3
* xyz 0 1
C 0.9834 0.9752 -0.3157
O -1.7653 -1.8151 -0.0162
H 1.3058 0.0381 -0.5254
N 0.7886 2.0849 -0.0560
C -1.3125 -1.2831 0.9133
*
```

Computed properties:
Frontier orbital gap in eV: 13.64
M in g/mol: 55.04
HOMO energy in eV: -12.8
LUMO level in eV: 0.87

Atomic partial charges in e from the Mulliken method, atoms 1 to 2:
1 C 0.028
2 O -0.159

***

Most stable: entry x. Least stable: entry w.

***

Entry w
One molecule with the formula C2HNO. Source: the Open Molecules 2025 dataset; level of theory: ωB97M-V with the def2-TZVPD basis set.

```
! wB97M-V def2-TZVPD RIJCOSX def2/J DEFGRID3
* xyz 0 1
C -0.3231 0.5841 0.3911
C 0.1115 -0.7015 -0.0862
H -1.1930 0.5729 1.0527
N 0.1675 -1.8151 -0.3833
O 0.1613 1.6047 -0.0249
*
```

Computed properties:
Frontier orbital gap in eV: 10.81
M in g/mol: 55.04
HOMO energy in eV: -11.7
LUMO level in eV: -0.86

Atomic partial charges in e from the Mulliken method, atoms 1 to 2:
1 C 0.076
2 C 0.266

***

Entry x
A 2-piece molecular cluster, C2HNO overall. Source: the Open Molecules 2025 dataset; level of theory: ωB97M-V with the def2-TZVPD basis set.

```
! wB97M-V def2-TZVPD RIJCOSX def2/J DEFGRID3
* xyz 0 1
O 1.5389 -1.3063 -1.2697
C -1.1014 1.0022 0.5639
N -1.2570 1.9270 -0.0912
C 1.5870 -1.8858 -0.3151
H -0.7675 0.2627 1.1121
*
```

Computed properties:
Frontier orbital gap in eV: 13.82
M in g/mol: 55.04
HOMO energy in eV: -12.9
LUMO level in eV: 0.92

Atomic partial charges in e from the Mulliken method, atoms 1 to 2:
1 O -0.093
2 C 0.035

***

Entry y
One molecule with the formula C2HNO. Source: the Open Molecules 2025 dataset; level of theory: ωB97M-V with the def2-TZVPD basis set.

```
! wB97M-V def2-TZVPD RIJCOSX def2/J DEFGRID3
* xyz 0 1
C 1.0915 -0.1632 -0.1004
O -1.2028 -0.2779 -0.0333
N 2.2282 -0.3255 -0.2839
C -0.1660 0.4721 0.2268
H -1.9509 0.2945 0.1908
*
```

Computed properties:
Frontier orbital gap in eV: 8.91
M in g/mol: 55.04
HOMO energy in eV: -10.0
LUMO level in eV: -1.04

Atomic partial charges in e from the Mulliken method, atoms 1 to 2:
1 C 0.476
2 O -0.298

***

Most stable: entry x. Least stable: entry y.

***

Entry w
An isolated ion of composition C3H5N4O2 and charge +1. Source: the Open Molecules 2025 dataset; level of theory: ωB97M-V with the def2-TZVPD basis set.

```
! wB97M-V def2-TZVPD RIJCOSX def2/J DEFGRID3
* xyz 1 1
N 0.2753 0.0316 0.1851
O 2.4465 0.8282 0.0181
N -1.3827 -0.5923 1.5191
O -2.4788 -1.1704 1.8003
N -1.8449 -0.6241 -0.7246
C 2.9532 -0.3744 -0.4096
H -1.7015 -0.5550 -1.8422
H -2.4443 -1.3911 -0.5173
C 1.1355 0.9522 0.2351
H -0.9241 -0.2239 2.3629
H 3.9744 -0.1328 -0.6784
N 2.3225 -1.3982 -0.4101
H 0.9185 2.0742 0.5120
C -0.9840 -0.3430 0.2944
*
```

Computed properties:
Frontier orbital gap (spin up / spin down) in eV: 8.18 / 9.32
M in g/mol: 129.10
HOMO energy (spin up / spin down) in eV: -14.5 / -14.7
LUMO level (spin up / spin down) in eV: -6.29 / -5.39

Atomic partial charges in e from the Mulliken method, atoms 1 to 2:
1 N -0.295
2 O -0.268

***

Entry x
An isolated ion of composition C3H5N4O2 and charge +1. Source: the Open Molecules 2025 dataset; level of theory: ωB97M-V with the def2-TZVPD basis set.

```
! wB97M-V def2-TZVPD RIJCOSX def2/J DEFGRID3
* xyz 1 1
O -2.4712 -0.2767 -0.0308
O -2.2710 1.1162 1.5672
N -2.3147 1.0203 0.3862
H -1.3343 -1.3371 1.3973
C -1.3231 -1.0996 0.2769
H 2.3708 1.6962 -1.3120
H -0.3166 1.2342 -1.3884
H -1.3761 -2.1065 -0.2664
N 1.2474 -0.9727 0.5710
C 1.8205 0.8673 -0.7716
N 2.2477 -0.1537 0.1096
H 3.2342 -0.2736 0.3720
N 0.4022 0.7086 -0.8742
C 0.0842 -0.4230 -0.0367
*
```

Computed properties:
Frontier orbital gap in eV: 9.89
M in g/mol: 129.10
HOMO energy in eV: -14.6
LUMO level in eV: -4.74

Atomic partial charges in e from the Mulliken method, atoms 1 to 2:
1 O -0.157
2 O -0.262

***

Most stable: entry x. Least stable: entry w.

***

Entry w
One molecule with the formula C3H3FO2. Source: the Open Molecules 2025 dataset; level of theory: ωB97M-V with the def2-TZVPD basis set.

```
! wB97M-V def2-TZVPD RIJCOSX def2/J DEFGRID3
* xyz 0 1
F -4.5207 0.3566 -0.0050
C 0.4272 -0.2707 -0.1669
O -3.0824 0.6037 -0.0710
O -2.4802 -1.5907 0.0232
C -0.6846 0.2978 0.2114
H 1.3733 0.3441 -0.0449
H 0.5280 -1.3572 -0.5410
H -0.7515 1.2406 0.5742
C -2.2723 -0.4113 0.0800
*
```

Computed properties:
Frontier orbital gap in eV: 10.13
M in g/mol: 90.05
HOMO energy in eV: -10.9
LUMO level in eV: -0.80

Atomic partial charges in e from the Mulliken method, atoms 1 to 2:
1 F -0.143
2 C -0.470

***

Entry x
One molecule with the formula C3H3FO2. Source: the Open Molecules 2025 dataset; level of theory: ωB97M-V with the def2-TZVPD basis set.

```
! wB97M-V def2-TZVPD RIJCOSX def2/J DEFGRID3
* xyz 0 1
H -1.1230 0.5100 -0.2764
C 1.0663 1.5008 0.3095
H 2.0844 1.6932 0.6071
C -0.4462 -0.2946 -0.1099
O 0.7888 0.1673 0.3544
C -0.7204 -1.5840 -0.2075
F -1.8885 -1.9579 -0.6899
O 0.3317 2.3902 0.0016
H -0.0931 -2.4251 0.0113
*
```

Computed properties:
Frontier orbital gap in eV: 10.68
M in g/mol: 90.05
HOMO energy in eV: -9.7
LUMO level in eV: 0.93

Atomic partial charges in e from the Mulliken method, atoms 1 to 2:
1 H 0.378
2 C 0.166

***

Most stable: entry x. Least stable: entry w.

***

Entry w
One molecule with the formula C2H2N4. Source: the Open Molecules 2025 dataset; level of theory: ωB97M-V with the def2-TZVPD basis set.

```
! wB97M-V def2-TZVPD RIJCOSX def2/J DEFGRID3
* xyz 0 1
H 1.9086 -0.7905 0.8391
N -1.1230 0.9555 -0.2416
N 1.1593 0.9554 -0.0282
N -0.0005 -1.0850 0.1071
N 0.0306 1.5911 -0.2545
H -1.9739 -0.9122 -0.5099
C -1.0705 -0.3784 -0.2273
C 1.0694 -0.3359 0.3154
*
```

Computed properties:
Frontier orbital gap in eV: 9.66
M in g/mol: 82.07
HOMO energy in eV: -10.2
LUMO level in eV: -0.50

Atomic partial charges in e from the Mulliken method, atoms 1 to 2:
1 H 0.382
2 N -0.198

***

Entry x
One molecule with the formula C2H2N4. Source: the Open Molecules 2025 dataset; level of theory: ωB97M-V with the def2-TZVPD basis set.

```
! wB97M-V def2-TZVPD RIJCOSX def2/J DEFGRID3
* xyz 0 1
C -1.0747 -0.3528 -0.2332
H 1.7831 -0.9023 1.0618
C 1.1799 -0.4493 0.2369
N 1.1663 1.1324 -0.2746
H -1.9292 -0.9222 -0.5842
N 0.0526 -1.0113 0.0677
N 0.0025 1.5604 -0.2588
N -1.1804 0.9450 -0.0157
*
```

Computed properties:
Frontier orbital gap in eV: 8.93
M in g/mol: 82.07
HOMO energy in eV: -9.5
LUMO level in eV: -0.58

Atomic partial charges in e from the Mulliken method, atoms 1 to 2:
1 C 0.024
2 H 0.301

***

Most stable: entry w. Least stable: entry x.

***

Entry w
C3H3Br as an isolated structure. Source: the Open Molecules 2025 dataset; level of theory: ωB97M-V with the def2-TZVPD basis set.

```
! wB97M-V def2-TZVPD RIJCOSX def2/J DEFGRID3
* xyz 0 1
Br -2.7173 -0.2995 0.7447
C -1.1463 0.1666 -0.2217
H 0.9169 0.4842 1.5795
C 0.4846 0.0004 0.7546
H 0.3683 -1.5314 -0.8578
H -1.2001 1.0962 -0.7554
C 0.0558 -0.7048 -0.2438
*
```

Computed properties:
Frontier orbital gap in eV: 9.58
M in g/mol: 118.96
HOMO energy in eV: -8.6
LUMO level in eV: 1.00

Atomic partial charges in e from the Mulliken method, atoms 1 to 2:
1 Br -0.120
2 C -0.339

***

Entry x
A 2-piece molecular cluster, C3H3Br overall. Source: the Open Molecules 2025 dataset; level of theory: ωB97M-V with the def2-TZVPD basis set.

```
! wB97M-V def2-TZVPD RIJCOSX def2/J DEFGRID3
* xyz 0 1
H -1.0962 0.7411 1.4897
Br 2.4213 0.0876 0.0559
C -0.5383 -0.8967 -0.1174
H 0.1814 1.3699 -1.3349
C -0.6268 0.1249 0.8132
C 0.4331 0.2215 -0.1321
H -0.7744 -1.6481 -0.7744
*
```

Computed properties:
Frontier orbital gap in eV: 9.55
M in g/mol: 118.96
HOMO energy in eV: -9.1
LUMO level in eV: 0.49

Atomic partial charges in e from the Mulliken method, atoms 1 to 2:
1 H 0.369
2 Br -0.154

***

Most stable: entry w. Least stable: entry x.

***

Entry w
One molecule with the formula C8H17NO. Source: the Open Molecules 2025 dataset; level of theory: ωB97M-V with the def2-TZVPD basis set.

```
! wB97M-V def2-TZVPD RIJCOSX def2/J DEFGRID3
* xyz 0 1
H -2.2690 -1.5251 -1.8624
C -2.2640 -0.5542 -2.3732
C 0.0058 -0.1858 -1.6250
H -2.3682 0.2258 0.2489
O -0.5150 -1.7143 0.2799
H 0.8097 0.5093 -1.8849
H -1.3096 1.6312 -0.0108
C -1.4400 0.5694 -0.2174
C -0.2398 -0.3546 -0.1033
C 0.4166 0.0720 2.3909
H 2.5582 -0.5861 -0.2671
N -1.3252 0.4157 -1.8251
H -1.4624 -1.8651 0.1397
H -2.0278 -0.7550 -3.4266
H 1.9396 -1.7278 0.9279
H -0.4687 0.6930 2.5617
C 1.3255 1.6779 0.7031
H 1.1794 0.3706 3.1207
H 0.4964 2.3660 0.8879
H 1.6793 1.8409 -0.3184
H 2.9740 -0.3938 1.4439
C 2.1687 -0.6719 0.7522
C 0.9360 0.2183 0.9558
H 2.1379 1.9833 1.3758
H -3.2803 -0.1491 -2.3407
H 0.1470 -0.9641 2.6225
H 0.1959 -1.1266 -2.1560
*
```

Computed properties:
Frontier orbital gap in eV: 9.32
M in g/mol: 143.23
HOMO energy in eV: -8.5
LUMO level in eV: 0.80

Atomic partial charges in e from the Mulliken method, atoms 1 to 2:
1 H 0.307
2 C -0.857

***

Entry x
A 2-piece molecular cluster, C8H17NO overall. Source: the Open Molecules 2025 dataset; level of theory: ωB97M-V with the def2-TZVPD basis set.

```
! wB97M-V def2-TZVPD RIJCOSX def2/J DEFGRID3
* xyz 0 1
H -0.4982 -1.3539 1.3684
C 1.7283 0.1024 -0.0690
H -1.2985 2.2189 -0.1545
H 1.7945 -2.0432 -0.2146
O 1.1057 -0.7578 -2.0849
C 2.2200 -1.2424 0.3833
H 0.9631 -0.3753 -2.9592
H 3.3154 1.3388 0.6596
C -2.0866 -1.0725 -0.9188
H -2.8486 -0.6064 1.6557
H -1.3981 -1.2310 -1.7421
H 1.9208 1.2264 1.7502
H -3.0854 -0.9032 -1.3231
C 2.2247 1.2963 0.6996
C -1.6831 0.1105 -0.0798
H 1.8305 2.2234 0.2890
H -0.2727 1.1876 -1.2110
C -2.1175 0.1322 1.3454
H -2.1133 -1.9847 -0.3263
H -2.2966 1.1136 1.7674
H -0.0281 0.3271 1.8815
H 3.3102 -1.2792 0.2879
H -2.0069 1.5374 -1.6392
C -0.6738 -0.2928 1.2761
H 1.9706 -1.3985 1.4365
C -1.3425 1.3436 -0.7993
N 1.3662 0.3827 -1.2787
*
```

Computed properties:
Frontier orbital gap in eV: 9.43
M in g/mol: 143.23
HOMO energy in eV: -8.5
LUMO level in eV: 0.90

Atomic partial charges in e from the Mulliken method, atoms 1 to 2:
1 H 0.253
2 C 1.139

***

Most stable: entry w. Least stable: entry x.

***

Entry w
C3H6S2 as an isolated structure. Source: the Open Molecules 2025 dataset; level of theory: ωB97M-V with the def2-TZVPD basis set.

```
! wB97M-V def2-TZVPD RIJCOSX def2/J DEFGRID3
* xyz 0 1
H 2.7983 0.3217 1.6878
C -1.1497 -1.2751 0.4808
S 1.8155 -0.8611 -0.3989
C -0.4514 -0.3727 -0.1393
C -0.6388 0.9308 -0.7633
H -0.4378 0.8651 -1.8333
H 0.0511 1.6583 -0.3317
S 2.6306 0.7732 0.4287
H -2.2150 -1.1265 0.6183
H -0.7427 -2.1937 0.8611
H -1.6602 1.2800 -0.6102
*
```

Computed properties:
Frontier orbital gap in eV: 9.05
M in g/mol: 106.21
HOMO energy in eV: -8.7
LUMO level in eV: 0.34

Atomic partial charges in e from the Mulliken method, atoms 1 to 2:
1 H 0.163
2 C -0.634

***

Entry x
One molecule with the formula C3H6S2. Source: the Open Molecules 2025 dataset; level of theory: ωB97M-V with the def2-TZVPD basis set.

```
! wB97M-V def2-TZVPD RIJCOSX def2/J DEFGRID3
* xyz 0 1
H -0.1853 -0.8620 -1.7937
C 1.1124 1.0605 0.7728
H 0.9414 1.5740 1.6741
S -1.7119 0.3034 1.1281
H 0.9962 -1.4330 -0.7147
C -0.2615 0.2673 0.0304
S 0.3682 1.8349 -0.6478
H -2.5289 -0.3056 0.1077
H 1.9668 0.4396 0.6447
C 0.0205 -1.0651 -0.7706
H -0.7181 -1.8140 -0.4309
*
```

Computed properties:
Frontier orbital gap in eV: 9.46
M in g/mol: 106.21
HOMO energy in eV: -8.7
LUMO level in eV: 0.79

Atomic partial charges in e from the Mulliken method, atoms 1 to 2:
1 H 0.356
2 C -0.792

***

Most stable: entry x. Least stable: entry w.